Entry 1:
An isolated ion of composition C6H10N5O4 and charge +1 at a distorted geometry. Source: the Open Molecules 2025 dataset; level of theory: wB97M-V/def2-TZVPD.

HOMO level = -14.21 eV
Structure (SMILES) = CN1C(=O)[C@@H]([N+](=O)[O-])/C(=N/[NH3+])N(C)C1=O
E_LUMO = -0.1441 hartree
Total charge = +1

Atoms and positions in Å:
1 C -1.8421 -2.5751 -0.6979
2 N -1.1851 -1.3449 -0.3365
3 C -1.8115 -0.2446 -0.8228
4 O -2.7750 -0.3065 -1.5184
5 C -1.2160 1.1305 -0.4266
6 N -1.8154 1.5956 0.9122
7 O -2.3260 2.6679 0.9977
8 O -1.6553 0.7309 1.7415
9 C 0.4041 0.9495 -0.1692
10 N 1.0772 1.7678 -0.8471
11 N 2.4407 1.6960 -1.0348
12 N 0.8646 -0.1454 0.5238
13 C 2.0643 -0.1688 1.3516
14 C -0.0253 -1.3467 0.5084
15 O 0.3352 -2.1760 1.2861
16 H -1.8150 -3.3547 0.2182
17 H -2.9099 -2.2991 -0.6026
18 H -1.5823 -3.0360 -1.5649
19 H -1.4881 1.7984 -1.1598
20 H 2.5395 1.1574 -1.8541
21 H 2.9049 1.3757 -0.0676
22 H 2.7331 2.6186 -1.2875
23 H 2.9362 -0.6674 0.8969
24 H 2.2899 0.8896 1.7297
25 H 1.8571 -0.7126 2.2238

---

Entry 2:
C33H27IrN5O7S as an isolated structure at a distorted geometry. Source: the Open Molecules 2025 dataset; level of theory: wB97M-V/def2-TZVPD.

2S+1 = 5
HOMO level (alpha / beta) = -10.81 / -11.21 eV
E_LUMO (alpha / beta) = -0.1082 / -0.2048 hartree
Total charge = +1

Atoms and positions in Å:
1 Ir 0.9229 -0.7020 0.7808
2 O -1.4440 1.3361 -3.5860
3 C -0.1693 1.7060 -3.7340
4 C 0.1248 2.6122 -4.7542
5 C 1.4223 3.0155 -4.9811
6 C 2.4720 2.5236 -4.1986
7 C 2.1977 1.6563 -3.1715
8 C 0.8811 1.2415 -2.9100
9 C 0.6413 0.4061 -1.7563
10 O 1.6048 0.1986 -0.9090
11 N -0.5567 -0.1710 -1.5773
12 N -0.6226 -0.8163 -0.4315
13 C -1.7502 -1.7054 -0.2133
14 C -0.8509 -2.8584 1.7847
15 C -1.3555 -3.8063 2.6579
16 C -1.0598 -3.7064 4.0072
17 C -0.2800 -2.6488 4.4486
18 C 0.2227 -1.7580 3.5239
19 N -0.0453 -1.8734 2.2126
20 H -1.5212 0.6980 -2.8533
21 H -0.6975 2.9726 -5.3578
22 H 1.6292 3.7222 -5.7742
23 H 3.4898 2.8275 -4.4020
24 H 2.9898 1.2730 -2.5428
25 H -2.1229 -2.0138 -1.1916
26 H -1.9891 -4.5920 2.2737
27 H -1.4472 -4.4319 4.7097
28 H -0.0461 -2.5105 5.4940
29 H 0.8504 -0.9310 3.8140
30 O -7.3677 0.2804 2.5944
31 C -6.1928 0.9108 2.4425
32 O -6.0559 2.0445 2.7968
33 C -5.0609 0.1335 1.8297
34 C -5.2603 -0.9078 0.9289
35 C -4.1746 -1.4934 0.2998
36 C -2.8805 -1.0621 0.5677
37 C -2.6792 -0.0374 1.4884
38 C -3.7659 0.5529 2.1106
39 N -1.2217 -2.9177 0.4201
40 C -0.5232 -3.7929 -0.4156
41 C 0.8813 -3.9127 -0.4219
42 C 1.5099 -4.9746 -1.1067
43 C 2.8835 -5.0364 -1.1591
44 C 3.6314 -4.0508 -0.5206
45 C 2.9593 -3.0345 0.1415
46 N 1.6338 -2.9579 0.1922
47 H -7.3322 -0.6506 2.3579
48 H -6.2553 -1.2488 0.6692
49 H -4.3299 -2.2951 -0.4134
50 H -1.6876 0.3313 1.7161
51 H -3.6262 1.3661 2.8103
52 H -1.1114 -4.3245 -1.1543
53 H 0.8936 -5.7307 -1.5747
54 H 3.3799 -5.8398 -1.6861
55 H 4.7113 -4.0618 -0.5412
56 H 3.4999 -2.2411 0.6459
57 C 2.4005 5.7423 -1.7520
58 C 2.3200 4.5823 -0.8036
59 C 3.4765 3.9930 -0.2957
60 C 3.4128 2.9631 0.6270
61 C 2.1711 2.5136 1.0425
62 C 1.0022 3.0787 0.5496
63 C 1.0830 4.1048 -0.3771
64 S 2.0348 1.2815 2.3157
65 O 0.5811 1.0260 2.4582
66 O 2.7251 1.7175 3.4812
67 O 2.6050 -0.0254 1.7711
68 H 3.2868 5.6857 -2.3830
69 H 2.4623 6.6756 -1.1868
70 H 1.5159 5.8006 -2.3846
71 H 4.4431 4.3558 -0.6236
72 H 4.3149 2.5208 1.0310
73 H 0.0455 2.7256 0.9091
74 H 0.1704 4.5457 -0.7599

---

Entry 3:
C25H21CsF2N9O4 as an isolated structure at a distorted geometry. Source: the Open Molecules 2025 dataset; level of theory: wB97M-V/def2-TZVPD.

HOMO level = -3.80 eV
E_LUMO = 0.0692 hartree
Total charge = -1

Atoms and positions in Å:
1 Cs -0.2362 -0.2354 -0.7536
2 O -4.4870 0.4638 1.7110
3 C -4.4175 -0.0838 2.9359
4 C -5.5930 -0.3075 3.6581
5 C -5.5466 -0.8756 4.9145
6 C -4.3289 -1.2359 5.4837
7 C -3.1622 -1.0155 4.7762
8 C -3.1823 -0.4391 3.5069
9 C -1.9242 -0.1942 2.7630
10 O -1.9867 0.2655 1.5588
11 N -0.7844 -0.4298 3.3772
12 N 0.2620 -0.0508 2.5940
13 C 1.2826 -0.8134 2.6013
14 C 2.4795 -0.5337 1.8150
15 C 3.6178 -1.3187 2.0107
16 C 4.7355 -1.0909 1.2258
17 C 4.6763 -0.1026 0.2626
18 C 3.5002 0.6267 0.1349
19 N 2.4394 0.4397 0.8980
20 H -3.5172 0.4700 1.3971
21 H -6.5311 -0.0271 3.1954
22 H -6.4683 -1.0473 5.4582
23 H -4.2927 -1.6875 6.4668
24 H -2.2005 -1.2854 5.1902
25 H 1.2902 -1.7238 3.2058
26 H 3.6037 -2.1041 2.7553
27 H 5.6237 -1.6978 1.3477
28 H 5.5000 0.0908 -0.4113
29 H 3.4074 1.3731 -0.6466
30 F 3.8681 -5.1673 -1.3580
31 C 3.3215 -4.0590 -1.9470
32 C 2.7402 -3.0856 -1.1624
33 C 2.1725 -1.9290 -1.7132
34 C 2.2084 -1.8298 -3.1240
35 C 2.8265 -2.8295 -3.8711
36 F 2.9285 -2.7158 -5.2374
37 C 3.3930 -3.9600 -3.3202
38 C 1.6110 -0.6543 -3.8051
39 C 0.8214 -0.8121 -4.9525
40 C 0.2540 0.2922 -5.5565
41 C 0.4908 1.5434 -5.0105
42 C 1.2690 1.6112 -3.8656
43 N 1.8074 0.5551 -3.2706
44 H 2.7693 -3.2591 -0.0895
45 H 3.8693 -4.7064 -3.9388
46 H 0.6586 -1.8069 -5.3417
47 H -0.3711 0.1799 -6.4339
48 H 0.0707 2.4442 -5.4375
49 H 1.4748 2.5722 -3.4007
50 N -0.2043 2.7875 1.6498
51 N -1.3173 3.5651 1.2140
52 C -1.8427 3.4879 -0.0159
53 N -2.7308 4.4555 -0.3289
54 N -1.4593 2.4507 -0.7495
55 N -1.9736 2.3412 -1.9978
56 O -1.7303 1.2767 -2.5229
57 O -2.5927 3.2380 -2.5754
58 H -0.3161 1.8184 1.3262
59 H -0.3993 2.6213 2.6385
60 H -1.4203 4.4253 1.7229
61 H -2.8926 5.2047 0.3177
62 H -3.0639 4.5150 -1.2752

---

Entry 4:
An isolated ion of composition C10H14NS and charge +1 at a distorted geometry. Source: the Open Molecules 2025 dataset; level of theory: wB97M-V/def2-TZVPD.

HOMO level = -12.61 eV
Structure (SMILES) = C[NH2+][C@@H](C(C)=S)c1ccccc1
E_LUMO = -0.1496 hartree
Total charge = +1

Atoms and positions in Å:
1 C -2.7627 -1.2011 -0.8735
2 N -1.2989 -1.3457 -0.8104
3 C -0.6620 -0.6062 0.2736
4 C 0.3099 -1.8490 1.1832
5 C 1.2262 -1.2997 2.1681
6 S 0.0379 -3.3641 0.7324
7 C 0.1669 0.5579 -0.1183
8 C 0.0617 1.7415 0.6089
9 C 0.7959 2.8519 0.2399
10 C 1.6450 2.7920 -0.8525
11 C 1.7690 1.6123 -1.5709
12 C 1.0371 0.4978 -1.2043
13 H -3.1658 -1.8049 -1.6831
14 H -3.2024 -1.5366 0.0638
15 H -3.0338 -0.1595 -1.0393
16 H -1.0357 -2.3782 -0.6127
17 H -0.8773 -1.0671 -1.7030
18 H -1.3993 -0.3397 1.0308
19 H 2.1892 -1.1107 1.6809
20 H 0.8807 -0.3447 2.5627
21 H 1.4064 -2.0110 2.9745
22 H -0.6088 1.7990 1.4561
23 H 0.7059 3.7667 0.8044
24 H 2.2092 3.6635 -1.1417
25 H 2.4449 1.5595 -2.4105
26 H 1.1606 -0.4241 -1.7591